Density functional theory data (ωB97M-V/def2-TZVPD) for 2 unconnected molecules or ions with the total composition C6H13NO2 in a non-equilibrium geometry.

```
22
Properties=species:S:1:pos:R:3:forces:R:3:nbo_charge:R:1
O 1.385849 0.067871 -0.837816 -0.6424 -0.3377 2.0527 -0.56
O -1.498700 -0.798729 0.316771 -0.3641 -0.8045 -2.5973 -0.58
N -1.367413 0.411091 -1.678881 0.5615 0.3788 1.1332 -0.86
C -0.633728 -1.981121 -1.623252 0.7480 0.0326 0.6174 -0.72
C 2.904005 0.250235 0.918477 -0.1405 -0.9069 0.6653 -0.71
C -1.124217 -0.670411 -1.098800 -1.2691 0.3614 1.6037 0.72
C -2.610633 -0.036234 0.746139 -0.2150 0.7410 0.5642 -0.26
C 1.500026 0.380487 0.354934 2.6841 2.6596 -3.1679 0.61
C 0.743622 1.540576 0.967183 -0.9173 -1.0388 0.2149 -0.73
H 0.496679 1.257261 1.992052 -0.4460 0.2358 -0.0004 0.23
H -3.194957 0.513168 0.004838 0.6103 -0.2518 -0.5915 0.20
H -0.578274 0.968206 -1.982463 -0.3947 -0.4663 -1.1859 0.42
H 2.903685 0.187903 2.004808 0.1771 -0.2265 0.0959 0.21
H -3.329925 -0.697885 1.226637 0.2370 -0.1221 0.3268 0.18
H 1.371596 2.426513 1.044240 0.3604 -0.1931 -0.1804 0.24
H -1.362345 -2.415726 -2.306854 -0.0112 0.2365 -0.0521 0.24
H 3.464528 1.151405 0.664984 -0.3269 0.1848 -0.1172 0.24
H -2.247443 0.733178 1.430899 -0.1853 -0.1286 0.2723 0.17
H -0.464102 -2.681445 -0.810749 -0.0506 -0.0563 0.0830 0.23
H 0.321033 -1.819264 -2.119144 -0.1078 0.0033 -0.2912 0.25
H -0.117091 1.780731 0.345253 -0.2186 -0.0935 0.3240 0.25
H 3.437804 -0.567810 0.440743 -0.0888 -0.2078 0.2305 0.23
```
Forces are in eV/Å.

Output
2S+1 = 1
SMILES string = [H]/N=C(\C)OC.CC(C)=O
Frontier orbital gap = 8.957 eV
Max |F| = 0.0959 Eh/bohr
E_LUMO = 0.45 eV